No. 1
99
Properties=species:S:1:pos:R:3:mulliken_charge:R:1 method="wB97M-V/def2-TZVPD" e_tot_ev=-142369.5982 smiles="C/C(Cl)=C(/Cl)C1=C(CCC(=O)O)C(=O)C(P(O)Cl)=C(C[C@@H](O)CN)C1=O.CCOC(=O)C(F)(F)F.CCOC(=O)C(F)(F)F.CCOC(=O)C(F)(F)F.CCOC(=O)C(F)(F)F" spin_multiplicity=1
C -4.0040 3.1741 1.6203 -1.348
C -4.6351 2.3483 0.5623 0.543
Cl -6.3513 2.1745 0.7374 -0.134
C -3.9875 1.7788 -0.4567 -1.134
Cl -4.8220 0.8657 -1.6606 -0.194
C -2.5366 1.9226 -0.6074 -0.011
C -1.6524 1.2211 0.1080 1.205
C -2.0139 0.1862 1.1053 -1.389
C -1.3688 -1.1825 0.7821 -0.125
C -2.3211 -2.3190 0.9623 0.136
O -2.8298 -2.8673 -0.0052 -0.588
O -2.5841 -2.7517 2.2258 -0.439
C -0.2028 1.4931 -0.1030 0.138
O 0.6062 0.8230 0.5231 -0.738
C 0.2453 2.5758 -1.0203 0.583
P 2.0705 2.9646 -1.0774 0.686
O 2.8190 1.6272 -0.5474 -0.501
Cl 2.1762 4.2136 0.5721 -0.334
C -0.6481 3.2580 -1.7615 0.212
C -0.3982 4.3689 -2.7259 -1.848
C 0.5753 4.1015 -3.8713 0.822
O 0.7710 2.7087 -4.0454 -0.598
C 0.1231 4.7813 -5.2092 -1.056
N -0.4233 3.8864 -6.2016 -0.567
C -2.0961 2.9091 -1.6253 0.978
O -2.9430 3.4196 -2.3542 -0.661
H -3.8039 2.5994 2.5180 0.281
H -3.0884 3.6379 1.2790 0.345
H -4.6720 3.9713 1.9189 0.477
H -1.7004 0.5168 2.0901 0.425
H -3.0866 0.0529 1.1261 0.574
H -0.5400 -1.3147 1.4716 0.274
H -0.9468 -1.2333 -0.2069 0.516
H -3.5270 -2.9434 2.2642 0.359
H 3.0385 1.0469 -1.2810 0.332
H -1.3610 4.5907 -3.1754 0.475
H -0.1240 5.2715 -2.1929 0.481
H 1.5243 4.5193 -3.5867 0.242
H 1.6755 2.5647 -4.3181 0.321
H 1.0098 5.2255 -5.6419 0.389
H -0.6165 5.5427 -4.9836 0.413
H 0.2873 3.3091 -6.6152 0.256
H -1.1811 3.3309 -5.8400 0.253
C 0.2670 -4.9574 1.4092 -1.051
C 1.7313 -4.6895 1.6788 -0.320
O 1.9425 -4.2376 3.0311 -0.304
C 1.9585 -5.1794 3.9608 0.295
O 1.8199 -6.3528 3.7952 -0.508
C 2.2303 -4.5415 5.3317 0.950
F 1.4734 -3.4595 5.5304 -0.240
F 3.5153 -4.1653 5.4210 -0.254
F 1.9847 -5.3985 6.3136 -0.248
H -0.3303 -4.0773 1.6430 0.149
H 0.1145 -5.2205 0.3632 0.411
H -0.1051 -5.7739 2.0264 0.380
H 2.0924 -3.8830 1.0442 0.378
H 2.3464 -5.5662 1.4800 0.347
C 6.9420 4.9743 -7.8485 -1.095
C 7.1038 3.5784 -7.2876 -0.205
O 6.7608 3.5317 -5.8862 -0.319
C 5.4737 3.4794 -5.6047 0.333
O 4.5646 3.4635 -6.3814 -0.525
C 5.2765 3.3968 -4.0841 0.937
F 6.0237 4.2850 -3.4345 -0.260
F 5.5978 2.1769 -3.6345 -0.280
F 3.9976 3.6227 -3.7780 -0.250
H 7.5244 5.6884 -7.2658 0.307
H 7.2797 5.0044 -8.8833 0.370
H 5.9012 5.2940 -7.8168 0.311
H 8.1438 3.2658 -7.3405 0.315
H 6.5098 2.8499 -7.8376 0.316
C -9.5387 0.8142 2.1020 -0.984
C -10.1709 1.3322 0.8286 -0.184
O -11.4649 0.7398 0.6041 -0.323
C -12.4680 1.2579 1.2951 0.325
O -12.4080 2.1587 2.0764 -0.507
C -13.7760 0.5456 0.9151 0.897
F -13.6196 -0.7809 0.9012 -0.247
F -14.1700 0.9301 -0.3043 -0.253
F -14.7398 0.8418 1.7766 -0.238
H -9.4867 -0.2749 2.0870 0.294
H -8.5319 1.2135 2.2134 0.239
H -10.1201 1.1008 2.9776 0.334
H -9.5692 1.0525 -0.0335 0.318
H -10.2558 2.4182 0.8334 0.338
C 6.1503 -5.5777 6.6891 -1.093
C 7.0615 -5.0392 5.6085 -0.252
O 8.1591 -5.9355 5.3458 -0.310
C 7.8866 -6.9741 4.5720 0.341
O 6.8348 -7.2369 4.0717 -0.514
C 9.1616 -7.8060 4.3604 0.912
F 9.8038 -8.0125 5.5132 -0.247
F 9.9942 -7.1657 3.5305 -0.255
F 8.8709 -8.9856 3.8290 -0.236
H 6.7183 -5.7944 7.5946 0.349
H 5.3760 -4.8512 6.9239 0.326
H 5.6693 -6.5036 6.3755 0.312
H 7.5189 -4.1064 5.9299 0.354
H 6.5178 -4.8394 4.6859 0.311

---

No. 2
85
Properties=species:S:1:pos:R:3:mulliken_charge:R:1 method="wB97M-V/def2-TZVPD" e_tot_ev=-134909.3860 total_charge=-1 spin_multiplicity=1
Cs 0.0617 -0.6209 0.4008 0.767
S -2.8017 1.5310 -0.3343 0.813
O -1.6856 1.3150 -1.3111 -0.904
O -2.7755 0.4389 0.6668 -0.674
O -2.5829 2.8634 0.2879 -0.901
O -4.0714 1.4531 -1.0631 -0.729
Cl -1.6951 -2.0092 -2.3932 -0.138
C -3.0741 -0.9491 -2.8545 0.241
C -4.3537 -1.3029 -2.2613 -0.144
Cl -5.0244 -2.8124 -2.8641 -0.267
H -2.9987 -0.9017 -3.9407 0.451
H -2.8446 -0.0270 -2.3355 -0.434
H -5.0637 -0.5142 -2.3867 0.346
H -4.2793 -1.4407 -1.1669 0.044
Cl -1.2921 2.9994 4.6114 -0.246
C -2.0854 2.1094 3.2946 0.829
C -3.5485 2.3237 3.2199 -0.351
Cl -4.4197 2.0444 4.7700 -0.257
H -1.9064 1.0292 3.3431 -0.004
H -1.7820 2.5273 2.3403 -0.296
H -3.9764 1.6634 2.4518 0.021
H -3.8284 3.3482 3.0383 0.431
Cl -1.8488 2.9199 -5.3176 -0.262
C -2.4931 3.1021 -3.6675 0.584
C -3.9544 3.2250 -3.6787 -0.404
Cl -4.4969 4.8189 -4.4729 -0.278
H -2.0423 3.9595 -3.1741 0.355
H -2.3046 2.2364 -3.0359 -0.506
H -4.3088 3.3432 -2.6253 0.233
H -4.5170 2.5126 -4.2739 0.330
N 2.8596 -0.1361 -1.9895 0.172
C 4.0838 0.1902 -2.3600 0.085
C 4.4049 0.9397 -3.4674 -0.877
C 3.3664 1.2898 -4.3539 -0.460
C 2.0816 0.9054 -4.0381 -0.629
C 1.8693 0.1161 -2.9064 -0.195
H 4.8907 -0.0138 -1.6266 0.238
H 5.3865 1.2444 -3.6340 0.489
H 3.5231 1.8446 -5.2558 0.422
H 1.1803 1.0137 -4.6463 0.454
H 0.8907 -0.3279 -2.7060 0.386
N 3.7854 -1.3851 2.3614 -0.339
C 3.7065 -1.1826 3.6483 -0.430
C 3.8267 0.0629 4.2277 -0.499
C 4.1826 1.1117 3.4386 -0.280
C 4.2996 0.9805 2.0748 -0.306
C 4.1085 -0.3123 1.6235 -0.084
H 3.6363 -2.0476 4.2754 0.419
H 3.7573 0.1343 5.2917 0.423
H 4.4594 2.1051 3.8551 0.314
H 4.5420 1.8111 1.4209 0.478
H 4.2445 -0.5428 0.5580 0.260
N 3.3699 3.7822 0.0883 -0.663
C 2.8115 3.4643 -1.1040 -0.711
C 1.4394 3.0848 -1.1859 -0.052
C 0.6337 3.0411 -0.0832 0.255
C 1.2139 3.4426 1.1479 -0.311
C 2.5772 3.7677 1.1491 -0.466
H 3.4089 3.6057 -1.9904 0.421
H 1.0323 2.8514 -2.1577 0.454
H -0.4586 2.9552 -0.1196 0.407
H 0.6135 3.4995 2.0419 0.379
H 3.0599 4.0413 2.0988 0.401
N 1.2551 -3.7120 -0.4220 0.029
C 2.5629 -3.6871 -0.3391 -0.154
C 3.3864 -4.6908 -0.7892 -0.690
C 2.8449 -5.7660 -1.4672 -0.384
C 1.4808 -5.8155 -1.5437 -0.466
C 0.7537 -4.7799 -0.9940 -0.259
H 2.9563 -2.8134 0.1553 0.489
H 4.4375 -4.5681 -0.7251 0.419
H 3.3975 -6.4989 -2.0405 0.370
H 0.9289 -6.5946 -2.0454 0.383
H -0.3588 -4.8925 -0.9617 0.342
N -1.6938 -2.1566 2.8121 0.145
C -3.0022 -1.7988 2.8840 0.030
C -3.9432 -2.4430 3.6458 -0.977
C -3.5282 -3.5403 4.3555 -0.102
C -2.2056 -3.9968 4.2839 -0.765
C -1.3428 -3.2327 3.4886 -0.290
H -3.2054 -0.8848 2.2796 0.576
H -4.9802 -2.0773 3.5401 0.371
H -4.2807 -4.1200 4.8670 0.367
H -1.9378 -4.9506 4.7728 0.334
H -0.3186 -3.5030 3.2995 0.428

---

No. 3
83
Properties=species:S:1:pos:R:3:nbo_charge:R:1 method="wB97M-V/def2-TZVPD" s2=6.21 total_charge=+1 e_above_lowest_kj_mol=0.0 spin_multiplicity=5
Co -0.7557 1.2940 -1.5489 1.091
O -0.1344 2.7817 4.1333 -0.673
C -0.5923 3.8560 3.5031 0.780
O -0.9462 4.8465 4.0833 -0.565
C -0.6608 3.7982 2.0112 -0.249
C -1.0337 4.8910 1.2618 0.047
N -1.0050 4.5119 -0.0258 -0.310
N -0.6332 3.2358 -0.1809 -0.313
C -0.4198 2.7913 1.0506 0.038
C 0.0570 1.3877 1.1771 0.796
O 0.4324 0.9614 2.2897 -0.741
O 0.1031 0.7203 0.1082 -0.720
H 0.1174 2.0732 3.4914 0.508
H -1.3020 5.8848 1.5782 0.257
H -1.1873 5.0834 -0.8336 0.422
F 3.0121 -2.3874 -2.3868 -0.332
C 2.1131 -1.5217 -2.9074 0.407
C 1.3396 -0.7715 -2.0444 -0.281
C 0.4141 0.1189 -2.5625 -0.228
C 0.2723 0.2344 -3.9538 -0.164
C 1.0833 -0.5402 -4.7765 0.428
F 0.9850 -0.4467 -6.1159 -0.319
C 2.0170 -1.4270 -4.2796 -0.352
C -0.7822 1.1556 -4.3947 0.230
C -1.2465 1.3058 -5.6967 -0.242
C -2.3061 2.1579 -5.9423 -0.119
C -2.8786 2.8497 -4.8902 -0.251
C -2.3748 2.6687 -3.6150 0.231
N -1.3468 1.8451 -3.3742 -0.469
H 1.4612 -0.8874 -0.9777 0.210
H 2.6353 -2.0158 -4.9411 0.253
H -0.7899 0.7500 -6.4977 0.254
H -2.6816 2.2803 -6.9495 0.234
H -3.7047 3.5298 -5.0490 0.226
H -2.2833 3.3682 -1.6098 0.224
N -4.2964 3.0777 -2.0402 -0.563
C -2.9608 3.4449 -2.4539 -0.262
N -2.5169 0.9838 -1.0911 -0.379
C -3.7749 1.0460 -0.7260 0.085
C -4.2904 0.0347 0.1495 -0.189
C -5.6066 -0.0017 0.4971 -0.235
C -6.4874 0.9679 -0.0174 -0.152
C -6.0299 1.9587 -0.8523 -0.252
C -4.6815 2.0454 -1.2236 0.178
H -5.0510 3.6080 -2.4399 0.401
H -3.0048 4.4952 -2.7493 0.219
H -3.5859 -0.7013 0.5100 0.223
H -5.9753 -0.7731 1.1588 0.228
H -7.5351 0.9404 0.2492 0.227
H -6.7192 2.7048 -1.2307 0.216
C -1.3554 -1.8325 2.2696 -1.139
Si -0.1348 -2.7626 3.3217 1.652
C 0.4050 -4.3443 2.4728 -1.130
C -0.8303 -3.0951 5.0171 -1.117
C 1.4235 -1.6790 3.6412 -1.175
Te 2.3962 -0.9841 1.9312 1.272
C 3.5071 -2.7263 1.5143 -1.220
Si 5.3271 -2.3300 1.0891 1.640
C 5.3186 -1.1059 -0.3214 -1.132
C 6.1282 -3.9352 0.5942 -1.116
C 6.1152 -1.5910 2.6122 -1.127
H -2.2389 -2.4595 2.1210 0.247
H -0.9593 -1.5737 1.2847 0.250
H -1.6684 -0.9072 2.7580 0.253
H -0.1211 -5.1983 2.9040 0.258
H 1.4728 -4.5411 2.5801 0.235
H 0.1756 -4.3253 1.4051 0.248
H -1.7157 -3.7304 4.9409 0.252
H -1.1250 -2.1699 5.5160 0.250
H -0.1092 -3.6096 5.6554 0.247
H 2.1549 -2.2702 4.1967 0.260
H 1.1447 -0.7944 4.2146 0.277
H 3.0393 -3.2035 0.6474 0.274
H 3.4248 -3.3972 2.3699 0.255
H 4.9059 -1.5531 -1.2282 0.258
H 6.3372 -0.7806 -0.5440 0.256
H 4.7411 -0.2041 -0.0997 0.233
H 5.6770 -4.3345 -0.3162 0.249
H 6.0345 -4.6896 1.3777 0.247
H 7.1933 -3.7884 0.4025 0.254
H 5.7197 -0.5960 2.8343 0.238
H 7.1926 -1.4835 2.4714 0.258
H 5.9622 -2.2193 3.4925 0.244